Computed, not measured: 2 unconnected molecules or ions with the total composition C11H27N3O3, with ωB97M-V/def2-TZVPD.

E_HOMO = -8.88 eV
M = 249.36 g/mol
charge = 0
DFT total energy = -825.2220 hartree
SMILES = [H]/N=C/CN[C@@H](COC)OCC.COC[C@@H](C)N
maximum force = 0.378 eV/Å
lowest unoccupied orbital energy = 0.872 eV

Last column: natural (NBO) charge in e.
Element x y z (Å)
O (3.136, 0.014, -0.475)  -0.5403
O (2.325, -2.024, -2.748)  -0.5441
O (-2.569, 3.675, 2.144)  -0.5490
N (-1.425, -1.693, 0.054)  -0.6414
N (-3.329, 1.413, 0.473)  -0.8324
N (0.718, -0.854, -1.423)  -0.6415
C (4.434, 0.398, -0.099)  -0.2436
C (-0.582, -0.873, -2.056)  -0.2822
C (-1.790, 2.495, 2.106)  -0.0719
C (-1.672, -1.236, -1.100)  0.1427
C (1.820, -0.762, -2.362)  0.2363
C (-2.551, 1.228, 1.704)  -0.0939
C (-3.463, 0.671, 2.793)  -0.6121
C (3.083, -2.716, -1.756)  -0.0827
C (-3.308, 3.878, 3.331)  -0.2469
C (2.819, -4.218, -1.870)  -0.6339
C (2.898, 0.189, -1.854)  -0.0903
H (-2.751, 3.534, 4.208)  0.1666
H (-1.023, 2.682, 1.350)  0.1867
H (5.191, -0.239, -0.568)  0.1615
H (-0.799, 0.115, -2.470)  0.2004
H (-2.698, -1.112, -1.452)  0.1639
H (2.819, -2.362, -0.762)  0.1860
H (2.564, 1.216, -2.040)  0.1746
H (-2.974, 0.686, 3.768)  0.2050
H (1.434, -0.330, -3.289)  0.1770
H (-2.694, 1.657, -0.282)  0.3510
H (-1.276, 2.353, 3.066)  0.1632
H (-3.732, -0.360, 2.564)  0.2136
H (4.510, 0.297, 0.980)  0.1940
H (-0.653, -1.586, -2.894)  0.1911
H (3.822, 0.033, -2.419)  0.1739
H (4.142, -2.513, -1.931)  0.1645
H (-2.291, -1.892, 0.550)  0.3437
H (-4.278, 3.376, 3.303)  0.1643
H (4.639, 1.439, -0.369)  0.1648
H (-1.787, 0.474, 1.495)  0.2078
H (-4.394, 1.234, 2.868)  0.2010
H (-3.908, 2.240, 0.593)  0.3568
H (3.749, -4.782, -1.912)  0.2076
H (0.812, -1.683, -0.851)  0.3842
H (-3.482, 4.950, 3.426)  0.1892
H (2.256, -4.424, -2.777)  0.2263
H (2.255, -4.587, -1.015)  0.2084